DFT (wB97M-V/def2-TZVPD) results for a structure of composition C17H11ClCuN7O4.

The HOMO-LUMO gap comes out at 0.2784 Ha. The calculation puts the highest occupied orbital energy at -0.3102 Ha.

Each line ends with the Mulliken charge.
CARTESIAN COORDINATES (ANGSTROEM)
Cu -0.50 0.77 -1.24  -0.2596
N -1.54 -2.86 -3.23  0.0951
C -2.03 -1.92 -2.40  0.0000
N -1.09 -1.05 -2.15  -0.4044
C -0.02 -1.52 -2.86  0.1655
N -0.26 -2.61 -3.54  -0.7476
C 1.25 -0.78 -2.84  0.7184
C 2.38 -1.19 -3.51  -0.2907
N 3.51 -0.50 -3.48  -0.6003
C 3.50 0.62 -2.76  -0.3127
C 2.37 1.05 -2.08  -0.1311
N 1.24 0.35 -2.12  -0.0579
H -2.00 -3.66 -3.61  0.1700
H -3.04 -1.91 -2.02  0.5223
H 2.38 -2.11 -4.09  0.4590
H 4.42 1.19 -2.72  0.3867
H 2.36 1.96 -1.50  0.4357
O -2.94 4.67 2.09  -0.5534
C -2.42 3.77 2.89  0.4912
O -2.48 3.87 4.09  -0.6090
C -1.72 2.60 2.24  -0.3555
C -1.11 1.57 2.92  0.7661
Cl -1.04 1.41 4.61  -0.1851
N -0.59 0.69 2.02  0.6655
N -0.84 1.13 0.77  -1.4685
C -1.51 2.26 0.87  0.4325
C -1.93 2.96 -0.43  1.3309
O -2.57 4.01 -0.34  -0.8442
O -1.57 2.39 -1.49  -0.7345
C 0.14 -0.56 2.17  0.8239
C 0.51 -1.09 3.40  -0.6332
C 1.21 -2.28 3.47  -0.8280
C 1.55 -2.97 2.32  -0.5684
C 1.18 -2.45 1.09  -0.5508
C 0.49 -1.26 1.01  0.3703
H -2.80 4.44 1.11  0.4534
H 0.27 -0.58 4.32  0.3149
H 1.49 -2.67 4.44  0.3750
H 2.10 -3.91 2.38  0.3967
H 1.44 -2.97 0.18  0.4169
H 0.20 -0.87 0.05  0.3448



DFT (wB97M-V/def2-TZVPD) results for a structure of composition H14O7 at a distorted geometry.

As for the energy relative to the best compared isomer or geometry (same formula, charge and spin): 8.351 eV. The HOMO-LUMO gap comes out at 0.2575 Ha. The calculation puts the highest occupied orbital energy at -0.2441 Ha.

Each line ends with the natural charge from an NBO analysis.
CARTESIAN COORDINATES (ANGSTROEM)
H -0.59 -1.08 0.62  0.4779
H 0.74 -0.50 1.23  0.4620
H 1.79 0.74 0.55  0.3923
H 0.88 0.66 -0.75  0.5074
H -3.30 -1.68 -3.24  0.4652
H -2.83 -0.23 -3.50  0.4749
H 3.25 -3.49 -1.08  0.4693
H 3.51 -3.14 0.36  0.4650
H 0.60 3.11 2.02  0.4747
H -0.05 4.41 2.60  0.4648
H -4.79 1.45 1.62  0.4650
H -4.36 1.27 3.03  0.4588
H 1.57 -1.66 -1.35  0.4353
H 2.75 -0.62 -1.27  0.5009
O 0.17 -0.42 0.49  -0.9457
O 1.77 0.59 -0.46  -0.9104
O -2.75 -1.01 -2.93  -0.9397
O 3.79 -2.87 -0.52  -0.9342
O 0.04 3.87 1.88  -0.9419
O -3.97 1.32 2.18  -0.9234
O 1.75 -0.71 -1.49  -0.9183



DFT (wB97M-V/def2-TZVPD) results for a cluster of 7 separate species, C34H38N6O in total at a distorted geometry.

The total charge is -1. Its spin multiplicity is 2. As for the energy relative to the best compared isomer or geometry (same formula, charge and spin): 0.579 eV. The HOMO-LUMO gap (alpha / beta) comes out at 0.0897 / 0.2411 Ha. The calculation puts the highest occupied orbital energy (alpha / beta) at -0.0084 / -0.1598 Ha.

Each line ends with the Löwdin spin population.
CARTESIAN COORDINATES (ANGSTROEM)
N -1.17 -1.79 -4.49  0.0001
C -1.05 -1.27 -5.80  0.0006
C -2.16 -0.72 -6.39  0.0012
C -3.34 -0.58 -5.63  0.0036
C -3.49 -1.11 -4.30  0.0018
C -2.33 -1.69 -3.79  0.0019
H -0.08 -1.28 -6.27  0.0002
H -2.14 -0.44 -7.43  0.0003
H -4.22 -0.06 -5.98  0.0013
H -4.41 -1.05 -3.75  0.0000
H -2.38 -1.95 -2.74  0.0000
N 1.55 1.24 5.94  0.0000
C 1.27 1.97 4.86  0.0000
C 1.91 3.21 4.56  0.0001
C 3.05 3.53 5.27  0.0000
C 3.32 2.76 6.40  0.0000
C 2.59 1.65 6.74  0.0000
H 0.44 1.52 4.33  0.0000
H 1.54 3.92 3.83  0.0001
H 3.63 4.39 4.98  0.0000
H 4.14 3.07 7.03  0.0000
H 2.85 0.92 7.49  0.0000
N -2.71 3.49 -2.87  0.2937
C -2.83 2.66 -4.00  0.0912
C -1.79 2.57 -4.92  0.0758
C -0.68 3.46 -4.74  0.2569
C -0.54 4.23 -3.60  0.0667
C -1.57 4.31 -2.72  0.1421
H -3.77 2.18 -4.23  0.0079
H -1.93 1.96 -5.81  0.0027
H 0.10 3.52 -5.49  0.0237
H 0.32 4.88 -3.57  -0.0019
H -1.64 5.01 -1.90  0.0102
N 4.56 -2.18 -1.13  0.0000
C 3.34 -2.28 -0.57  0.0000
C 2.88 -3.53 -0.27  0.0000
C 3.55 -4.71 -0.59  0.0000
C 4.82 -4.60 -1.05  0.0000
C 5.27 -3.30 -1.27  0.0000
H 2.80 -1.39 -0.27  0.0000
H 1.91 -3.48 0.19  0.0000
H 3.04 -5.63 -0.36  0.0000
H 5.43 -5.48 -1.17  0.0000
H 6.34 -3.15 -1.30  0.0000
N 0.74 -0.10 0.27  0.0034
C -0.12 0.22 -0.70  0.0016
C -0.90 1.37 -0.68  0.0036
C -0.65 2.32 0.28  0.0042
C 0.26 2.08 1.27  0.0024
C 0.88 0.86 1.27  -0.0002
H -0.19 -0.63 -1.36  0.0001
H -1.58 1.47 -1.51  0.0005
H -1.29 3.18 0.29  0.0016
H 0.47 2.80 2.04  0.0001
H 1.55 0.66 2.09  -0.0001
N -6.90 1.85 -0.47  0.0001
C -7.18 0.56 -0.65  0.0001
C -6.26 -0.38 -0.90  0.0001
C -4.90 0.00 -1.00  0.0004
C -4.58 1.34 -0.76  0.0012
C -5.63 2.29 -0.55  -0.0003
H -8.17 0.16 -0.48  0.0000
H -6.52 -1.42 -0.78  0.0000
H -4.20 -0.82 -1.07  0.0001
H -3.61 1.80 -0.90  0.0009
H -5.37 3.34 -0.53  -0.0003
C 2.24 -2.44 4.62  0.0000
C 2.98 -3.74 4.54  0.0000
C 3.30 -3.83 3.11  0.0000
O 3.54 -2.46 2.69  0.0000
C 3.01 -1.60 3.67  0.0000
H 2.36 -2.06 5.64  0.0000
H 1.17 -2.53 4.43  0.0000
H 2.40 -4.64 4.73  0.0000
H 3.93 -3.80 5.06  0.0000
H 2.46 -4.24 2.55  0.0000
H 4.24 -4.39 3.07  0.0000
H 2.31 -0.88 3.25  0.0000
H 3.77 -1.13 4.29  0.0000



DFT (wB97M-V/def2-TZVPD) results for a structure of composition C30H20Cl3CoIN2O4PS.

As for the energy relative to the best compared isomer or geometry (same formula, charge and spin): 0.000 eV. The HOMO-LUMO gap (alpha / beta) comes out at 0.2818 / 0.2818 Ha. The calculation puts the highest occupied orbital energy (alpha / beta) at -0.2984 / -0.2984 Ha.

Each line ends with the natural charge from an NBO analysis.
CARTESIAN COORDINATES (ANGSTROEM)
Co -0.13 -0.38 -0.02  1.0210
O -1.97 -0.58 0.62  -0.5695
N -2.10 -1.62 1.46  0.0024
C -3.04 -1.53 2.42  0.0523
C -3.30 -2.58 3.25  -0.2673
C -2.55 -3.75 3.09  -0.1536
C -1.58 -3.82 2.12  -0.2313
C -1.34 -2.72 1.29  0.0491
S -0.14 -2.64 0.08  -0.0805
H -3.55 -0.57 2.44  0.2402
H -4.06 -2.48 4.01  0.2351
H -2.73 -4.60 3.74  0.2277
H -0.97 -4.70 1.99  0.2388
I -3.13 1.66 -1.15  0.2137
C -1.88 2.89 -2.25  -0.1466
C -2.04 4.24 -2.08  -0.2299
C -1.43 5.16 -2.95  -0.1955
C -0.78 4.69 -4.05  -0.1690
C -0.61 3.30 -4.26  -0.0807
C -0.05 2.86 -5.48  -0.1403
C 0.07 1.53 -5.75  -0.2293
C -0.21 0.61 -4.72  -0.1674
C -0.68 0.98 -3.48  -0.3567
P -0.28 -0.39 -2.29  1.1670
C -1.18 -1.80 -3.01  -0.3722
C -2.51 -1.93 -2.64  -0.1932
C -3.28 -2.96 -3.15  -0.1947
C -2.72 -3.88 -4.03  -0.2157
C -1.39 -3.75 -4.40  -0.1547
C -0.62 -2.72 -3.90  -0.2299
C 1.50 -0.61 -2.62  -0.3798
C 2.30 0.49 -2.90  -0.1905
C 3.68 0.36 -2.99  -0.1913
C 4.27 -0.89 -2.81  -0.2094
C 3.48 -1.99 -2.52  -0.1524
C 2.10 -1.85 -2.41  -0.2187
C -1.06 2.36 -3.28  0.0148
H -2.68 4.60 -1.29  0.2273
H -1.55 6.22 -2.78  0.2210
H -0.38 5.37 -4.80  0.2130
H 0.24 3.60 -6.21  0.2155
H 0.44 1.18 -6.70  0.2214
H 0.06 -0.42 -4.90  0.2196
H -2.95 -1.23 -1.94  0.2354
H -4.32 -3.06 -2.85  0.2160
H -3.32 -4.69 -4.42  0.2156
H -0.95 -4.46 -5.09  0.2089
H 0.41 -2.63 -4.21  0.2240
H 1.86 1.48 -3.02  0.2324
H 4.28 1.23 -3.19  0.2203
H 5.34 -0.99 -2.88  0.2153
H 3.93 -2.96 -2.35  0.2094
H 1.51 -2.72 -2.14  0.2240
Cl 4.34 -0.15 1.83  0.0612
C 2.79 -0.60 2.52  -0.2004
Cl 2.80 -2.32 2.98  0.0324
Cl 2.44 0.40 3.93  0.0590
C 1.67 -0.46 1.47  0.7293
O 0.48 -0.32 1.85  -0.6399
O 1.94 -0.57 0.25  -0.6238
O 1.46 3.38 -0.83  -0.6187
C 0.83 2.41 -0.55  0.7803
N 0.15 1.48 -0.30  -0.8408



DFT (wB97M-V/def2-TZVPD) results for a structure of composition C33H41PtSb4Se4 at a distorted geometry.

The total charge is -1. As for the energy relative to the best compared isomer or geometry (same formula, charge and spin): 3.752 eV. The HOMO-LUMO gap comes out at 0.2000 Ha. The calculation puts the highest occupied orbital energy at -0.1553 Ha.

Each line ends with the Mulliken charge.
CARTESIAN COORDINATES (ANGSTROEM)
Pt -0.43 0.30 0.60  1.7147
Se -4.98 2.65 -1.01  -0.6438
Sb -2.72 3.17 -0.26  0.4380
Se -2.25 1.64 1.90  -0.5847
Se -1.42 1.28 -1.20  -0.3711
Se -2.93 5.40 0.67  -0.6144
C -2.89 -2.82 -1.19  -1.0454
C -2.77 -1.99 -2.49  -0.9089
C -1.35 -1.74 -2.99  -0.9570
Sb 0.05 -0.66 -1.75  -0.3075
C 1.29 0.75 -2.80  0.7223
C 1.02 1.27 -4.06  -0.6083
C 1.88 2.20 -4.63  -0.6484
C 3.01 2.63 -3.93  -0.5994
C 3.26 2.14 -2.65  -0.6107
C 2.39 1.21 -2.09  -0.3019
C 1.53 -2.25 -2.11  0.7840
C 2.71 -2.04 -2.85  -0.6005
C 3.47 -3.10 -3.34  -0.7707
C 3.08 -4.41 -3.11  -0.5596
C 1.91 -4.66 -2.40  -0.9136
C 1.14 -3.59 -1.93  -0.3947
Sb -3.12 -1.67 0.66  1.0607
C -3.93 -3.25 1.90  -0.0144
C -3.65 -4.61 1.68  0.1184
C -4.09 -5.57 2.58  -0.6575
C -4.81 -5.20 3.71  -0.3848
C -5.11 -3.86 3.93  -0.5026
C -4.67 -2.89 3.02  -0.5960
C -1.09 -1.99 1.50  -0.4033
C -0.52 -0.98 2.35  -0.7739
C 0.88 -0.79 2.36  -0.6750
C 1.72 -1.71 1.69  -0.6452
C 1.17 -2.83 1.11  -0.7707
C -0.22 -2.95 0.98  -0.3362
H -2.10 -3.57 -1.13  0.2551
H -3.84 -3.37 -1.21  0.5483
H -3.31 -1.05 -2.37  0.3236
H -3.28 -2.53 -3.29  0.5042
H -1.37 -1.24 -3.96  0.5610
H -0.82 -2.67 -3.12  0.6379
H 0.12 0.98 -4.58  0.3423
H 1.66 2.60 -5.61  0.4049
H 3.68 3.36 -4.38  0.3751
H 4.12 2.48 -2.10  0.3832
H 2.58 0.85 -1.08  0.4958
H 3.05 -1.03 -3.06  0.3829
H 4.36 -2.89 -3.92  0.4023
H 3.67 -5.24 -3.49  0.3538
H 1.57 -5.67 -2.22  0.4091
H 0.21 -3.82 -1.43  0.4740
H -3.09 -4.92 0.81  0.1766
H -3.87 -6.62 2.41  0.3671
H -5.15 -5.95 4.42  0.3571
H -5.68 -3.56 4.80  0.3694
H -4.91 -1.84 3.19  0.3559
H -1.14 -0.52 3.11  1.0523
H 1.30 -0.03 3.01  0.5237
H 2.79 -1.56 1.70  0.4021
H 1.82 -3.59 0.70  0.4184
H -0.65 -3.82 0.51  0.6988
C 3.56 2.39 2.16  -0.8310
C 3.03 3.66 1.47  -0.9751
Sb 0.89 3.47 1.08  0.1658
C 0.75 5.09 -0.38  -0.5434
C 0.79 6.49 0.24  -1.1629
C 0.09 4.64 2.72  -0.1960
C 0.06 3.88 4.04  -1.0807
H 4.65 2.38 2.22  0.3789
H 3.25 1.49 1.61  0.0250
H 3.16 2.30 3.18  0.2424
H 3.53 3.80 0.51  0.4764
H 3.23 4.55 2.09  0.4693
H -0.20 4.97 -0.89  0.2482
H 1.57 4.93 -1.08  0.4573
H -0.13 6.68 0.80  0.2427
H 0.84 7.25 -0.56  0.3877
H 1.67 6.63 0.88  0.2827
H -0.90 4.93 2.40  -0.0421
H 0.74 5.51 2.79  0.4187
H -0.63 3.03 3.99  0.2075
H -0.31 4.54 4.84  0.3483
H 1.05 3.52 4.34  0.2673